Record 1
A structure of composition C34H34N9O11PtS3. Source: the OMol25 dataset; level of theory: wB97M-V/def2-TZVPD.

Results
E_HOMO (alpha / beta), eV: -10.54 / -10.61
Max |F|, eV/Å: 0.60
Spin multiplicity: 5
Relative energy (zero: lowest compared OMol25 entry of this formula, charge and spin), eV: 0.047
Charge: +1

Atoms and positions in Å:
Pt: -0.63 0.01 0.82
C: 4.07 -1.97 -5.02
C: 3.12 -2.30 -3.90
C: 1.79 -1.86 -3.95
C: 0.90 -2.19 -2.94
C: 1.34 -2.94 -1.87
C: 2.65 -3.40 -1.80
C: 3.53 -3.07 -2.82
S: 0.25 -3.33 -0.55
O: 0.76 -4.51 0.11
O: -1.10 -3.35 -1.04
N: 0.28 -2.11 0.53
C: 1.31 -1.86 1.38
C: 2.44 -2.61 1.73
C: 3.32 -2.06 2.63
C: 3.09 -0.79 3.18
C: 1.97 -0.11 2.79
N: 1.11 -0.64 1.92
H: 3.79 -1.04 -5.52
H: 4.06 -2.76 -5.77
H: 5.09 -1.87 -4.66
H: 1.45 -1.26 -4.78
H: -0.12 -1.84 -3.00
H: 2.97 -4.03 -0.98
H: 4.55 -3.44 -2.79
H: 2.58 -3.60 1.32
H: 4.19 -2.62 2.93
H: 3.78 -0.35 3.89
H: 1.73 0.87 3.17
O: -1.65 0.07 -3.23
C: -1.41 0.52 -2.13
O: -0.61 -0.11 -1.30
C: -1.96 1.87 -1.76
C: -2.13 2.77 -2.79
C: -2.56 4.06 -2.52
C: -2.86 4.47 -1.24
C: -2.75 3.55 -0.21
C: -2.28 2.23 -0.44
O: -2.16 1.38 0.56
N: -3.12 4.02 1.12
O: -3.16 5.21 1.31
O: -3.32 3.20 2.01
N: -2.70 5.02 -3.62
O: -2.45 4.63 -4.73
O: -3.10 6.14 -3.33
H: -1.91 2.47 -3.80
H: -3.20 5.47 -1.04
C: -3.74 -3.25 2.21
C: -2.39 -2.63 1.80
N: -2.61 -1.27 1.27
C: -3.48 -0.53 2.21
C: -4.91 -1.10 2.12
N: -4.81 -2.46 1.50
C: -4.46 -2.34 0.05
C: -3.28 -1.37 -0.05
H: -3.94 -3.19 3.27
H: -3.82 -4.29 1.89
H: -1.91 -3.22 1.03
H: -1.72 -2.58 2.66
H: -3.47 0.52 1.97
H: -3.06 -0.67 3.21
H: -5.55 -0.50 1.48
H: -5.37 -1.20 3.10
H: -5.70 -2.95 1.60
H: -5.34 -1.99 -0.49
H: -4.20 -3.34 -0.31
H: -3.60 -0.37 -0.33
H: -2.56 -1.73 -0.78
N: 6.11 -0.57 0.05
C: 5.06 0.30 -0.04
C: 3.91 -0.06 -0.76
C: 2.85 0.81 -0.85
C: 2.92 2.05 -0.20
C: 4.05 2.41 0.53
C: 5.11 1.55 0.60
S: 1.52 3.06 -0.21
O: 1.80 4.36 0.32
O: 0.81 2.92 -1.44
N: 0.62 2.20 0.91
C: 0.11 2.73 1.98
S: 0.13 4.43 2.51
C: -0.77 3.97 3.86
C: -1.02 2.59 3.88
N: -0.55 1.91 2.85
H: 6.12 -1.41 -0.50
H: 6.98 -0.27 0.46
H: 3.86 -1.02 -1.25
H: 1.95 0.54 -1.40
H: 4.08 3.38 1.01
H: 6.00 1.83 1.15
H: -1.10 4.69 4.59
H: -1.58 2.10 4.66

Record 2
A structure of composition C34H35AuBrN6P2 in a non-equilibrium geometry. Source: the OMol25 dataset; level of theory: wB97M-V/def2-TZVPD.

Results
E_HOMO, eV: -16.68
Max |F|, eV/Å: 2.81
Relative energy (zero: lowest compared OMol25 entry of this formula, charge and spin), eV: 3.509
Charge: +3

Atoms and positions in Å:
Au: 1.95 -0.16 0.61
N: -0.82 0.95 -0.15
P: 0.65 1.03 -0.98
C: 0.95 2.82 -1.11
C: 2.26 3.30 -1.13
C: 2.48 4.65 -1.38
C: 1.40 5.49 -1.60
C: 0.11 5.00 -1.58
C: -0.14 3.66 -1.32
C: 0.32 0.50 -2.67
C: -0.97 0.47 -3.19
C: -1.15 0.24 -4.55
C: -0.06 0.01 -5.37
C: 1.23 0.01 -4.85
C: 1.42 0.25 -3.50
P: -0.49 0.71 1.53
C: 0.02 2.40 1.96
C: -0.97 3.36 2.15
C: -0.60 4.68 2.31
C: 0.74 5.04 2.33
C: 1.72 4.07 2.17
C: 1.36 2.75 2.00
C: -2.09 0.43 2.30
C: -2.07 0.30 3.70
C: -3.26 0.15 4.39
C: -4.46 0.11 3.69
C: -4.48 0.24 2.31
C: -3.29 0.37 1.60
H: -1.41 0.19 -0.50
H: 3.08 2.63 -0.95
H: 3.49 5.03 -1.39
H: 1.57 6.55 -1.77
H: -0.73 5.65 -1.78
H: -1.15 3.28 -1.30
H: -1.83 0.69 -2.57
H: -2.15 0.27 -4.96
H: -0.21 -0.16 -6.42
H: 2.07 -0.16 -5.49
H: 2.42 0.27 -3.08
H: -2.01 3.07 2.16
H: -1.36 5.44 2.44
H: 1.02 6.07 2.48
H: 2.77 4.34 2.20
H: 2.13 1.99 1.89
H: -1.13 0.32 4.24
H: -3.25 0.05 5.47
H: -5.39 -0.04 4.23
H: -5.42 0.24 1.78
H: -3.32 0.47 0.53
C: -2.90 -5.13 -1.60
C: -1.67 -5.12 -2.48
C: -1.70 -4.02 -3.54
C: -0.37 -5.08 -1.65
N: -0.11 -3.76 -1.13
C: 1.01 -3.03 -1.22
N: 0.78 -1.87 -0.63
N: -0.48 -1.91 -0.20
N: -1.01 -3.02 -0.49
H: -3.80 -5.04 -2.21
H: -2.88 -4.30 -0.89
H: -2.97 -6.05 -1.03
H: -1.63 -6.08 -3.02
H: -1.80 -3.04 -3.07
H: -2.56 -4.15 -4.19
H: -0.81 -4.04 -4.16
H: 0.49 -5.36 -2.25
H: -0.46 -5.77 -0.81
H: 1.94 -3.32 -1.67
Br: 4.44 -2.21 0.45
C: 3.94 -1.86 2.24
C: 4.58 -2.49 3.30
C: 4.12 -2.24 4.58
C: 3.08 -1.33 4.76
C: 2.52 -0.74 3.64
N: 2.93 -1.01 2.40
H: 5.40 -3.17 3.12
H: 4.56 -2.75 5.43
H: 2.71 -1.08 5.74
H: 1.69 -0.05 3.72

Record 3
A structure of composition C34H35MgN8O10 in a non-equilibrium geometry. Source: the OMol25 dataset; level of theory: wB97M-V/def2-TZVPD.

Results
E_HOMO, eV: -10.56
Max |F|, eV/Å: 11.07
Charge: +1

Atoms and positions in Å:
Mg: -3.97 5.82 -1.66
C: -2.50 0.63 -2.39
C: -2.70 2.11 -2.00
O: -3.29 2.50 -0.99
O: -2.43 3.05 -2.82
H: -1.53 0.50 -2.88
H: -3.32 0.53 -3.10
H: -2.60 0.01 -1.50
C: 1.26 1.27 3.92
C: 2.02 1.86 4.93
C: 2.54 1.07 5.91
C: 2.41 -0.28 5.91
C: 1.59 -0.86 4.93
C: 1.04 -0.11 3.85
C: 1.32 -2.42 4.82
O: 0.58 -2.90 4.03
C: 1.85 -3.20 5.95
C: 1.40 -4.56 6.17
C: 1.83 -5.33 7.21
C: 2.70 -4.88 8.18
C: 2.96 -3.46 8.12
C: 2.65 -2.64 7.03
C: 3.11 -1.18 6.95
O: 3.93 -0.78 7.77
H: 0.73 1.99 3.32
H: 2.13 2.92 4.79
H: 3.06 1.61 6.69
H: 0.40 -0.60 3.14
H: 0.77 -4.90 5.36
H: 1.39 -6.31 7.31
H: 2.98 -5.38 9.09
H: 3.59 -2.93 8.81
C: 3.68 1.67 -1.95
C: 4.56 2.66 -1.42
C: 5.51 2.29 -0.51
C: 5.74 0.95 -0.11
C: 4.86 0.02 -0.65
C: 3.78 0.34 -1.54
C: 5.02 -1.45 -0.38
O: 4.39 -2.35 -0.99
C: 5.95 -1.87 0.81
C: 5.82 -3.09 1.38
C: 6.71 -3.39 2.44
C: 7.57 -2.47 3.01
C: 7.66 -1.17 2.44
C: 6.80 -0.88 1.39
C: 6.74 0.51 0.87
O: 7.52 1.33 1.33
H: 2.90 1.97 -2.63
H: 4.52 3.67 -1.82
H: 6.22 2.99 -0.08
H: 3.16 -0.37 -2.05
H: 5.15 -3.80 0.92
H: 6.74 -4.36 2.92
H: 8.38 -2.78 3.65
H: 8.24 -0.34 2.83
C: -5.01 0.40 3.30
O: -4.99 -0.46 4.14
N: -4.75 1.63 3.34
N: -5.57 0.07 2.21
H: -4.63 2.21 2.52
H: -4.39 1.96 4.22
H: -5.77 -0.92 2.14
H: -5.90 0.78 1.57
C: -5.89 -2.48 -7.09
O: -6.79 -2.26 -6.30
N: -5.94 -3.18 -8.10
N: -4.83 -1.75 -7.18
H: -5.18 -3.54 -8.67
H: -6.78 -3.74 -8.12
H: -4.53 -1.51 -6.25
H: -4.10 -1.95 -7.84
C: -8.37 4.31 -3.07
O: -7.37 4.84 -2.69
N: -8.99 4.74 -4.11
N: -8.79 3.21 -2.45
H: -9.87 4.25 -4.00
H: -8.88 5.69 -4.43
H: -9.63 2.92 -2.92
H: -8.52 2.96 -1.51
C: -0.73 2.10 -9.08
O: -0.35 1.40 -8.17
N: -1.15 3.28 -8.92
N: -0.90 1.62 -10.24
H: -1.51 3.51 -8.00
H: -1.21 4.00 -9.63
H: -1.29 2.11 -11.03
H: -0.86 0.62 -10.32

Record 4
A structure of composition C34H35N2O7P4PbTe. Source: the OMol25 dataset; level of theory: wB97M-V/def2-TZVPD.

Results
E_HOMO, eV: -10.68
Max |F|, eV/Å: 0.64
Relative energy (zero: lowest compared OMol25 entry of this formula, charge and spin), eV: 0.000
Charge: +1

Atoms and positions in Å:
Pb: -0.09 -0.92 -1.85
O: -0.61 3.31 -0.62
P: -1.46 3.59 -1.92
O: -2.28 4.79 -1.93
O: -2.35 2.25 -2.14
O: -0.40 3.46 -3.09
P: 0.95 2.47 -3.15
O: 0.92 2.13 -4.71
O: 2.15 3.21 -2.74
O: 0.49 1.24 -2.43
H: -0.85 3.87 0.13
H: 1.58 2.63 -5.20
C: -0.01 -0.47 3.22
N: -0.26 -0.41 1.77
P: -1.52 0.56 1.11
C: -1.57 1.95 2.28
C: -2.68 2.31 3.04
C: -2.66 3.44 3.84
C: -1.52 4.23 3.90
C: -0.40 3.88 3.16
C: -0.42 2.76 2.36
C: -3.04 -0.36 1.46
C: -4.23 0.17 0.94
C: -5.43 -0.51 1.09
C: -5.45 -1.74 1.73
C: -4.28 -2.29 2.23
C: -3.08 -1.60 2.09
P: 1.02 -0.70 0.71
C: 2.38 0.44 1.03
C: 2.53 1.52 0.16
C: 3.51 2.47 0.40
C: 4.33 2.35 1.51
C: 4.18 1.27 2.38
C: 3.21 0.31 2.14
C: 1.64 -2.35 1.09
C: 0.75 -3.35 1.49
C: 1.20 -4.65 1.64
C: 2.53 -4.97 1.39
C: 3.41 -3.98 0.98
C: 2.97 -2.67 0.83
H: -0.97 -0.42 3.74
H: 0.60 0.38 3.55
H: 0.49 -1.40 3.48
H: -3.57 1.69 3.02
H: -3.53 3.70 4.42
H: -1.51 5.11 4.53
H: 0.50 4.49 3.21
H: 0.46 2.50 1.78
H: -4.22 1.12 0.43
H: -6.34 -0.08 0.70
H: -6.39 -2.27 1.85
H: -4.30 -3.25 2.72
H: -2.17 -2.04 2.48
H: 1.89 1.62 -0.70
H: 3.62 3.30 -0.30
H: 5.09 3.09 1.70
H: 4.83 1.18 3.24
H: 3.11 -0.53 2.81
H: -0.28 -3.11 1.69
H: 0.51 -5.42 1.97
H: 2.88 -5.98 1.51
H: 4.44 -4.22 0.78
H: 3.67 -1.91 0.51
C: -4.09 0.32 -3.34
Te: -2.28 1.24 -3.78
C: -3.07 2.78 -4.96
H: -4.90 0.97 -3.65
H: -4.09 0.18 -2.26
H: -4.15 -0.65 -3.83
H: -3.88 3.23 -4.40
H: -3.42 2.33 -5.89
H: -2.27 3.50 -5.15
N: 5.70 -5.65 -3.19
C: 4.84 -4.91 -3.03
C: 3.77 -3.97 -2.82
C: 4.01 -2.61 -3.02
C: 2.99 -1.69 -2.79
C: 1.74 -2.12 -2.35
C: 1.51 -3.49 -2.19
C: 2.52 -4.41 -2.42
H: 4.99 -2.27 -3.34
H: 3.21 -0.64 -2.92
H: 0.55 -3.87 -1.86
H: 2.35 -5.47 -2.27

Record 5
A structure of composition C34H35N4S3W in a non-equilibrium geometry. Source: the OMol25 dataset; level of theory: wB97M-V/def2-TZVPD.

Results
E_HOMO (alpha / beta), eV: -15.24 / -15.25
Max |F|, eV/Å: 1.37
Spin multiplicity: 3
Relative energy (zero: lowest compared OMol25 entry of this formula, charge and spin), eV: 0.000
Charge: +3

Atoms and positions in Å:
W: -0.24 0.06 0.67
C: 1.89 1.10 0.89
C: 1.75 0.19 1.98
C: 0.61 0.59 2.75
C: 0.09 1.79 2.18
C: 0.87 2.09 1.02
C: 0.81 3.34 0.19
C: -0.95 2.67 2.81
C: 0.17 -0.05 4.03
C: 2.70 -0.89 2.41
C: 3.01 1.19 -0.10
H: 1.57 4.03 0.56
H: -0.15 3.84 0.27
H: 1.02 3.13 -0.85
H: -0.54 3.10 3.73
H: -1.85 2.13 3.10
H: -1.22 3.51 2.17
H: 0.86 0.26 4.82
H: 0.18 -1.14 3.99
H: -0.83 0.27 4.32
H: 3.09 -0.62 3.39
H: 3.55 -0.99 1.74
H: 2.22 -1.86 2.52
H: 2.70 0.90 -1.11
H: 3.85 0.57 0.19
H: 3.36 2.22 -0.16
S: -6.02 0.27 1.55
C: -7.71 0.00 1.53
C: -8.01 -1.26 1.13
C: -6.86 -2.03 0.83
C: -5.70 -1.33 1.01
C: -4.33 -1.81 0.80
C: -3.25 -0.92 0.90
N: -1.98 -1.28 0.71
C: -1.71 -2.57 0.39
C: -2.70 -3.54 0.29
C: -2.32 -4.89 -0.01
C: -1.03 -5.22 -0.23
C: 0.00 -4.21 -0.19
C: 1.35 -4.47 -0.49
C: 2.28 -3.44 -0.51
C: 1.81 -2.15 -0.21
N: 0.55 -1.88 0.12
C: -0.35 -2.90 0.11
C: 3.69 -3.65 -0.83
C: 4.34 -4.84 -0.97
C: 5.72 -4.69 -1.26
C: 6.09 -3.38 -1.32
S: 4.78 -2.32 -1.04
C: -4.03 -3.13 0.51
H: -8.39 0.79 1.83
H: -9.02 -1.63 1.05
H: -6.91 -3.05 0.49
H: -3.42 0.12 1.15
H: -3.09 -5.65 -0.06
H: -0.74 -6.24 -0.45
H: 1.65 -5.48 -0.73
H: 2.49 -1.31 -0.24
H: 3.87 -5.81 -0.87
H: 6.40 -5.51 -1.41
H: 7.07 -2.97 -1.53
H: -4.82 -3.87 0.44
S: -0.98 0.95 -1.36
C: -2.25 2.17 -1.27
N: -2.73 2.60 -0.11
C: -3.69 3.72 -0.03
C: -4.60 3.64 -1.24
C: -3.78 3.65 -2.51
N: -2.70 2.64 -2.41
H: -2.31 2.20 0.72
H: -3.13 4.66 -0.01
H: -4.23 3.62 0.91
H: -5.28 4.50 -1.24
H: -5.21 2.74 -1.18
H: -3.33 4.62 -2.70
H: -4.38 3.38 -3.38
H: -2.26 2.31 -3.26

Record 6
A structure of composition C34H36F2FeN4Si in a non-equilibrium geometry. Source: the OMol25 dataset; level of theory: wB97M-V/def2-TZVPD.

Results
E_HOMO (alpha / beta), eV: -10.91 / -11.07
Max |F|, eV/Å: 1.19
Spin multiplicity: 6
Relative energy (zero: lowest compared OMol25 entry of this formula, charge and spin), eV: 0.211
Charge: +1

Atoms and positions in Å:
Fe: -0.11 0.00 0.51
C: 1.95 0.01 -0.36
Si: 2.52 1.61 -1.05
C: 1.29 2.85 -0.25
N: -0.07 2.28 -0.10
C: -0.85 2.34 -1.37
C: -1.83 3.52 -1.43
C: -1.32 4.70 -0.60
C: -1.16 4.32 0.88
C: -0.82 2.82 1.05
C: 4.23 2.08 -0.42
C: 4.45 2.35 0.93
C: 5.72 2.62 1.41
C: 6.80 2.63 0.53
C: 6.60 2.37 -0.82
C: 5.33 2.10 -1.29
C: 2.44 1.69 -2.92
C: 2.11 0.55 -3.66
C: 2.06 0.58 -5.05
C: 2.35 1.76 -5.72
C: 2.67 2.90 -5.00
C: 2.73 2.86 -3.62
H: 2.24 -0.12 0.70
H: 2.15 -0.90 -0.92
H: 1.26 3.76 -0.86
H: 1.67 3.13 0.73
H: -1.40 1.40 -1.51
H: -0.14 2.41 -2.19
H: -2.81 3.22 -1.05
H: -1.97 3.82 -2.46
H: -2.02 5.54 -0.68
H: -0.37 5.04 -1.01
H: -2.09 4.51 1.43
H: -0.38 4.93 1.34
H: -1.74 2.24 1.15
H: -0.23 2.67 1.95
H: 3.62 2.34 1.63
H: 5.88 2.84 2.46
H: 7.80 2.83 0.91
H: 7.44 2.39 -1.50
H: 5.18 1.89 -2.34
H: 1.88 -0.38 -3.15
H: 1.80 -0.31 -5.60
H: 2.31 1.79 -6.80
H: 2.89 3.83 -5.52
H: 3.00 3.77 -3.07
F: -5.52 0.96 0.12
C: -4.55 0.04 0.03
C: -3.23 0.44 0.13
C: -2.20 -0.48 0.06
C: -2.52 -1.85 -0.09
C: -3.86 -2.20 -0.21
F: -4.23 -3.48 -0.38
C: -4.89 -1.28 -0.17
C: -1.40 -2.82 -0.06
C: -1.55 -4.21 -0.04
C: -0.43 -5.02 0.05
C: 0.83 -4.43 0.09
C: 0.90 -3.06 0.05
N: -0.18 -2.27 0.00
H: -3.06 1.50 0.27
H: -5.92 -1.60 -0.27
H: -2.52 -4.66 -0.09
H: -0.54 -6.09 0.10
H: 1.73 -5.03 0.14
H: 1.86 -2.56 0.05
C: 2.45 -0.95 3.20
C: 1.08 -0.49 3.55
N: 0.12 -0.13 2.71
C: -0.98 0.23 3.47
C: -0.68 0.08 4.78
N: 0.63 -0.37 4.81
H: 2.41 -1.57 2.30
H: 2.88 -1.54 4.01
H: 3.11 -0.10 3.01
H: -1.90 0.54 3.01
H: -1.26 0.25 5.67
H: 1.15 -0.57 5.64

Which of these has the highest max |F|?
C34H35MgN8O10

Among the records above, which one has the lowest max |F|?
C34H34N9O11PtS3

Number 3 is which compound?
C34H35MgN8O10